Entry 1:
Entry from the Open Molecules 2025 dataset: an isolated molecule of CN2O4S (ωB97M-V/def2-TZVPD).

Structure (XYZ):
```
8
Properties=species:S:1:pos:R:3:forces:R:3:mulliken_charge:R:1
S 1.5589 -0.1172 0.0236 0.7 0.1 -1.1 0.961
O -2.1217 -1.4276 -0.3802 0.2 1.0 0.4 -0.363
O 2.1701 0.8728 -0.8072 -0.3 -0.3 0.5 -0.389
O -0.5149 1.3451 0.4861 1.9 -0.2 0.1 -0.043
O 2.1826 -1.4058 0.2017 -1.2 1.4 0.4 -0.400
N 0.2141 0.1459 0.7231 0.4 -0.8 0.9 -0.213
N -1.6703 0.9139 -0.1083 -1.1 -0.7 -0.3 -0.308
C -1.8188 -0.3270 -0.1387 -0.7 -0.6 -0.8 0.754
```
Forces are in eV/Å.

Gap between HOMO and LUMO (eV): 9.5
Energy relative to the best compared isomer or geometry (same formula, charge and spin) (eV): 2.533
Total energy (hartree): -846.554794
Structure (SMILES): O=C=NON=S(=O)=O
Lowest unoccupied orbital energy (eV): -0.9

Entry 2:
Entry from the Open Molecules 2025 dataset: a cluster of 2 separate species, CN3O2S in total (ωB97M-V/def2-TZVPD).

Structure (XYZ):
```
7
Properties=species:S:1:pos:R:3:forces:R:3:mulliken_spin:R:1
S -1.8045 0.4639 0.2491 -0.3 -0.3 0.9 0.735
O 1.6793 -0.8557 -1.9521 1.6 1.8 0.1 0.358
O 1.3180 0.9582 -0.5351 0.9 0.9 -0.8 0.015
N -0.8194 -0.0341 2.8436 0.1 -0.4 0.4 0.191
N -0.1110 -0.6002 -1.1476 -2.1 0.7 -0.3 0.853
N 0.9510 0.0042 -1.2171 -0.1 -3.6 0.4 -0.080
C -1.2133 0.0635 1.7592 -0.3 0.8 -0.7 -0.072
```
Forces are in eV/Å.

Total charge: -1
Gap between HOMO and LUMO (spin up / spin down) (eV): 7.4 / 5.6
Spin multiplicity: 3
Energy relative to the best compared isomer or geometry (same formula, charge and spin) (eV): 0.000
Total energy (hartree): -750.860222
Lowest unoccupied orbital energy (spin up / spin down) (eV): 3.5 / 0.9
<S²>: 2.03

Entry 3:
Entry from the Open Molecules 2025 dataset: a cluster of 2 separate species, CN4O in total (ωB97M-V/def2-TZVPD).

Structure (XYZ):
```
6
Properties=species:S:1:pos:R:3:forces:R:3:mulliken_charge:R:1
O -2.9456 -0.8981 0.3012 -0.7 -1.2 0.8 -0.775
N -1.6009 0.8486 -0.6237 0.0 0.4 -0.2 -0.573
N 1.4608 0.8448 0.3032 -0.6 1.0 0.7 -0.525
N 3.0611 -0.7904 -0.0225 1.7 -1.9 -0.1 -0.594
N 2.2533 0.0162 0.1835 -0.4 0.9 -0.4 0.125
C -2.2286 -0.0211 -0.1417 0.1 0.9 -0.7 0.342
```
Forces are in eV/Å.

Total charge: -2
Gap between HOMO and LUMO (eV): 6.1
Energy relative to the best compared isomer or geometry (same formula, charge and spin) (eV): 0.209
Total energy (hartree): -332.291231
Lowest unoccupied orbital energy (eV): 7.0

What is the energy relative to the best compared isomer or geometry (same formula, charge and spin) in the first record?
2.533 eV